1.
Here is 5 unconnected molecules or ions with the total composition C25H26BN4O10P from OMol25. Energies are from ωB97M-V with the def2-TZVPD basis set.

Atoms and positions in Å:
1 O 2.46 -5.16 3.78
2 N 1.49 -5.74 3.32
3 O 0.91 -6.65 3.87
4 C 0.98 -5.28 2.01
5 C 1.67 -4.28 1.36
6 C 1.19 -3.84 0.13
7 C 0.05 -4.42 -0.41
8 C -0.62 -5.43 0.26
9 C -0.16 -5.87 1.49
10 H 2.56 -3.87 1.81
11 H 1.71 -3.05 -0.39
12 H -0.32 -4.07 -1.37
13 H -1.51 -5.87 -0.16
14 H -0.66 -6.65 2.05
15 O -3.74 -5.21 0.55
16 N -4.36 -4.47 1.30
17 O -4.60 -4.73 2.46
18 C -4.81 -3.17 0.77
19 C -4.56 -2.88 -0.56
20 C -4.99 -1.65 -1.05
21 C -5.65 -0.76 -0.22
22 C -5.89 -1.09 1.11
23 C -5.47 -2.30 1.62
24 H -4.04 -3.59 -1.18
25 H -4.80 -1.39 -2.08
26 H -5.98 0.20 -0.60
27 H -6.40 -0.39 1.76
28 H -5.64 -2.59 2.65
29 O 7.29 6.72 -2.12
30 N 6.50 7.05 -1.25
31 O 6.01 8.16 -1.15
32 C 6.10 6.04 -0.26
33 C 6.66 4.77 -0.34
34 C 6.28 3.82 0.59
35 C 5.36 4.15 1.58
36 C 4.82 5.42 1.64
37 C 5.18 6.39 0.71
38 H 7.37 4.56 -1.12
39 H 6.71 2.83 0.57
40 H 5.09 3.40 2.31
41 H 4.10 5.67 2.42
42 H 4.78 7.39 0.73
43 O -3.71 1.46 -2.30
44 N -4.76 2.03 -2.50
45 O -5.53 2.38 -1.62
46 C -5.15 2.29 -3.90
47 C -4.30 1.87 -4.91
48 C -4.68 2.11 -6.22
49 C -5.87 2.76 -6.50
50 C -6.70 3.18 -5.46
51 C -6.34 2.94 -4.14
52 H -3.38 1.36 -4.66
53 H -4.03 1.79 -7.03
54 H -6.15 2.95 -7.52
55 H -7.63 3.69 -5.68
56 H -6.96 3.25 -3.32
57 C 6.15 -1.25 3.91
58 P 5.47 0.48 3.93
59 O 5.83 0.95 2.35
60 B 3.57 -0.06 3.70
61 O 3.18 -0.83 2.64
62 H 7.22 -1.21 4.11
63 H 5.69 -1.86 4.69
64 H 5.98 -1.73 2.95
65 H 5.16 0.68 1.70
66 H 2.76 0.38 4.46
67 H 3.12 -1.79 2.74

The LUMO energy is -0.90 eV. As for the gap between HOMO and LUMO: 7.90 eV. As for the structure (SMILES): O=[N+]([O-])c1ccccc1.O=[N+]([O-])c1ccccc1.O=[N+]([O-])c1ccccc1.O=[N+]([O-])c1ccccc1.CP(O)BO. As for the charge: 0. Its relative energy (zero: lowest compared OMol25 entry of this formula, charge and spin) is 0.0 kcal/mol.

2.
Here is a molecular structure, C25H26Cl2IrNOP2 at a distorted geometry from OMol25. Energies are from ωB97M-V with the def2-TZVPD basis set.

Atoms and positions in Å:
1 Ir 0.30 0.07 -1.12
2 C 1.15 0.82 -3.49
3 C 0.37 -0.36 -3.42
4 C 1.00 -1.57 -3.03
5 C 2.35 -1.58 -2.71
6 C 3.09 -0.40 -2.76
7 C 2.48 0.80 -3.16
8 H 0.72 1.71 -3.94
9 H -0.61 -0.38 -3.88
10 H 0.45 -2.50 -3.12
11 H 2.86 -2.52 -2.50
12 H 4.15 -0.43 -2.55
13 H 3.09 1.69 -3.27
14 C 1.96 -2.54 0.81
15 P 0.41 -2.16 -0.01
16 C -0.04 -3.65 -0.95
17 C -0.88 -2.08 1.24
18 C -0.83 -2.88 2.37
19 C -1.89 -2.87 3.27
20 C -2.99 -2.05 3.04
21 C -3.03 -1.24 1.91
22 C -1.96 -1.25 1.01
23 P -1.95 -0.21 -0.45
24 C -3.04 -1.05 -1.63
25 C -2.81 1.31 -0.02
26 H 1.94 -3.58 1.15
27 H 2.12 -1.86 1.64
28 H 2.79 -2.44 0.10
29 H -0.28 -4.44 -0.24
30 H 0.79 -3.98 -1.58
31 H -0.92 -3.47 -1.57
32 H 0.01 -3.53 2.56
33 H -1.87 -3.51 4.14
34 H -3.81 -2.03 3.74
35 H -3.89 -0.60 1.75
36 H -4.01 -1.17 -1.15
37 H -2.65 -2.03 -1.90
38 H -3.16 -0.44 -2.53
39 H -3.83 1.08 0.26
40 H -2.83 1.97 -0.89
41 H -2.30 1.82 0.81
42 Cl 0.33 0.09 3.99
43 C 0.67 1.46 3.05
44 C 0.89 2.69 3.64
45 C 1.17 3.82 2.87
46 Cl 1.48 5.28 3.63
47 C 1.17 3.74 1.43
48 C 1.41 4.83 0.58
49 C 1.35 4.64 -0.78
50 C 1.05 3.37 -1.28
51 N 0.85 2.32 -0.49
52 C 0.92 2.50 0.84
53 C 0.71 1.32 1.63
54 O 0.56 0.19 1.06
55 H 0.85 2.78 4.72
56 H 1.62 5.81 0.99
57 H 1.52 5.45 -1.47
58 H 0.97 3.22 -2.34

The LUMO energy (alpha / beta) is -10.52 / -11.49 eV. As for the gap between HOMO and LUMO (alpha / beta): 6.67 / 6.19 eV. The multiplicity is 2. As for the charge: +3. Its relative energy (zero: lowest compared OMol25 entry of this formula, charge and spin) is 39.7 kcal/mol.

3.
Here is a molecular structure, C25H26Cl2N11O2PS3SeZr from OMol25. Energies are from ωB97M-V with the def2-TZVPD basis set.

Atoms and positions in Å:
1 Zr -0.20 -1.28 -0.34
2 S -1.80 0.39 0.66
3 C -0.66 1.54 1.28
4 N -0.98 2.79 1.72
5 N -2.14 3.21 1.56
6 C -2.56 4.49 2.01
7 C -1.71 5.29 2.77
8 C -2.17 6.52 3.19
9 C -3.45 6.95 2.85
10 C -4.28 6.14 2.10
11 C -3.84 4.90 1.67
12 N 0.62 1.29 1.35
13 N 1.00 0.14 0.86
14 C 2.41 -0.08 1.01
15 C 3.32 0.95 0.81
16 C 4.68 0.68 0.91
17 C 5.13 -0.60 1.21
18 C 4.21 -1.62 1.43
19 C 2.85 -1.35 1.33
20 H -2.84 2.64 1.06
21 H -0.72 4.94 3.03
22 H -1.52 7.16 3.78
23 H -3.80 7.91 3.19
24 H -5.28 6.47 1.83
25 H -4.47 4.27 1.05
26 H 2.96 1.94 0.59
27 H 5.39 1.48 0.77
28 H 6.19 -0.80 1.29
29 H 4.55 -2.61 1.71
30 H 2.13 -2.13 1.57
31 S -1.04 -0.42 -2.57
32 C -1.83 1.12 -2.29
33 S -0.86 2.54 -2.04
34 C -3.19 1.23 -2.26
35 C -4.01 0.08 -2.46
36 N -4.67 -0.85 -2.60
37 C -3.79 2.43 -1.79
38 N -4.26 3.36 -1.30
39 Cl 1.09 -4.32 0.11
40 C -0.01 -5.12 -1.06
41 Cl -0.23 -4.08 -2.47
42 H -0.96 -5.27 -0.57
43 H 0.44 -6.05 -1.36
44 N 3.71 -3.40 -3.70
45 C 3.78 -2.53 -2.47
46 P 2.39 -1.31 -2.69
47 O 1.77 -1.74 -3.98
48 O 1.54 -1.41 -1.40
49 C 3.15 0.31 -2.74
50 N 2.17 1.31 -3.15
51 H 3.53 -4.38 -3.48
52 H 4.56 -3.36 -4.26
53 H 2.89 -3.01 -4.24
54 H 4.75 -2.05 -2.41
55 H 3.62 -3.13 -1.58
56 H 4.03 0.24 -3.40
57 H 3.51 0.53 -1.73
58 H 2.62 2.21 -3.27
59 H 0.33 1.93 -2.23
60 H 1.76 1.06 -4.04
61 Se -3.91 -3.09 -0.82
62 N -4.35 -3.63 0.78
63 C -3.34 -3.40 1.61
64 C -3.28 -3.61 3.02
65 C -2.12 -3.26 3.65
66 C -1.03 -2.70 2.92
67 N -1.04 -2.52 1.63
68 C -2.19 -2.86 0.99
69 N -2.26 -2.61 -0.32
70 H -4.12 -4.03 3.55
71 H -2.02 -3.39 4.72
72 H -0.13 -2.41 3.45

The LUMO energy is -6.80 eV. As for the gap between HOMO and LUMO: 5.77 eV. As for the charge: +2. Its relative energy (zero: lowest compared OMol25 entry of this formula, charge and spin) is 30.7 kcal/mol.

4.
Here is C25H26ClN3O5S in the gas phase at a distorted geometry from OMol25. Energies are from ωB97M-V with the def2-TZVPD basis set.

Atoms and positions in Å:
1 C 6.35 2.77 1.30
2 C 5.22 2.11 2.07
3 O 4.08 2.08 1.22
4 C 2.93 1.54 1.68
5 C 1.85 1.58 0.79
6 C 0.63 1.04 1.14
7 C 0.46 0.43 2.38
8 C -0.84 -0.15 2.81
9 O -1.30 0.01 3.92
10 N -1.51 -0.91 1.89
11 C -1.13 -1.25 0.58
12 C -2.02 -1.02 -0.45
13 C -1.64 -1.23 -1.76
14 S -2.75 -0.75 -3.07
15 O -2.39 -1.39 -4.30
16 O -4.10 -0.80 -2.62
17 N -2.31 0.88 -3.28
18 C -2.33 1.73 -2.18
19 C -3.49 1.87 -1.42
20 C -3.51 2.71 -0.32
21 C -2.39 3.44 0.03
22 C -1.23 3.32 -0.72
23 C -1.20 2.46 -1.80
24 Cl 0.27 2.27 -2.70
25 C -0.37 -1.66 -2.07
26 C 0.51 -1.96 -1.04
27 C 0.15 -1.80 0.30
28 N 1.00 -2.13 1.33
29 C 0.51 -2.89 2.47
30 C 1.38 -4.15 2.66
31 O 1.84 -4.62 1.42
32 C 2.80 -3.75 0.85
33 C 2.42 -2.28 1.13
34 C 1.52 0.45 3.28
35 C 2.75 0.98 2.94
36 H 6.07 3.78 1.01
37 H 6.57 2.20 0.40
38 H 7.24 2.81 1.92
39 H 4.99 2.68 2.98
40 H 5.50 1.09 2.36
41 H 1.99 2.05 -0.17
42 H -0.20 1.10 0.45
43 H -2.47 -1.11 2.15
44 H -3.01 -0.65 -0.24
45 H -1.47 0.94 -3.83
46 H -4.35 1.30 -1.71
47 H -4.42 2.81 0.26
48 H -2.41 4.11 0.88
49 H -0.34 3.88 -0.46
50 H -0.09 -1.79 -3.10
51 H 1.49 -2.34 -1.29
52 H -0.52 -3.18 2.28
53 H 0.55 -2.28 3.39
54 H 2.22 -3.95 3.33
55 H 0.78 -4.96 3.08
56 H 3.80 -3.96 1.26
57 H 2.80 -3.97 -0.22
58 H 2.75 -1.62 0.32
59 H 2.90 -1.94 2.05
60 H 1.37 0.02 4.26
61 H 3.55 0.96 3.66

The LUMO energy is 0.46 eV. As for the gap between HOMO and LUMO: 8.56 eV. As for the structure (SMILES): CCOc1ccc(C(=O)Nc2cc(S(=O)(=O)Nc3ccccc3Cl)ccc2N2CCOCC2)cc1. As for the charge: 0. Its relative energy (zero: lowest compared OMol25 entry of this formula, charge and spin) is 26.4 kcal/mol.

- Which formula does entry 2 have?
  C25H26Cl2IrNOP2